[1]
DFT (the ωB97M-V functional and the def2-TZVPD basis) results for 2 unconnected molecules or ions with the total composition C7H4BrN3O2 at a distorted geometry.

Cartesian coordinates (Å):
C 2.5880 0.4916 1.3536
C -2.2946 0.3362 0.0473
C -2.4481 -1.0096 -0.2398
C -1.0186 0.8637 0.2492
C -1.3583 -1.8580 -0.3192
C -0.0158 -0.0350 0.1554
C -0.0652 -1.3643 -0.1177
N 3.1048 0.1816 2.3325
N 1.9474 0.8052 0.2690
N 2.2635 1.6133 -0.7531
O 3.3557 2.1246 -0.7157
O 1.4194 1.7468 -1.6042
Br 1.4443 -2.4846 -0.2369
H -3.1476 0.9925 0.1062
H -3.4332 -1.4079 -0.4152
H -0.8616 1.9099 0.4363
H -1.4801 -2.9058 -0.5478

Force components x, y, z for each atom (eV/Å):
1.0815 0.5442 0.0915
0.2446 0.0234 0.0890
-0.0365 -0.0294 -0.0090
-0.2968 0.2983 0.0083
0.2621 0.0663 0.0749
3.2619 1.2961 -0.1016
0.3116 -0.4631 -0.0958
0.2312 -0.2576 0.5992
-5.5846 -2.5783 -0.2438
0.6992 0.3607 0.0889
0.5117 0.2934 -0.0908
-0.3297 0.1066 -0.4419
-0.2480 0.2525 0.0147
-0.0846 0.0668 -0.0002
-0.1456 -0.0656 -0.0080
0.1218 0.1549 0.0220
0.0004 -0.0692 0.0028

Its spin multiplicity is 1. For the lowest unoccupied orbital energy, the calculation gives -1.6 eV. The calculation puts the HOMO-LUMO gap at 8.666 eV. The calculation puts the HOMO energy at -10.3 eV. The max |F| comes out at 6.2 eV Å⁻¹. Its net charge is 0.

Löwdin population analysis, charges in e, atoms 1 to 8: C -0.35; C -0.05; C -0.07; C -0.04; C -0.10; C 0.02; C -0.66; N 0.17


[2]
DFT (the ωB97M-V functional and the def2-TZVPD basis) results for a molecular structure, C7H4ClIrNO4S2Se at a distorted geometry.

Cartesian coordinates (Å):
Ir -1.4212 0.2181 -1.0503
S 0.8433 -0.6934 -1.2588
C 1.3867 -0.6381 0.3981
C 2.7600 -0.7289 0.6286
C 3.2741 -0.6909 1.9061
C 2.4134 -0.5893 2.9943
C 1.0527 -0.5250 2.7876
C 0.5132 -0.5358 1.4980
S -1.2191 -0.4427 1.3357
H 3.4072 -0.8140 -0.2295
H 4.3415 -0.7377 2.0591
H 2.8085 -0.5697 3.9999
H 0.3723 -0.4464 3.6208
O -4.7479 -0.1237 -3.1205
Cl -3.4431 -0.6546 -3.0657
O -3.2613 -1.6681 -4.0303
O -2.4735 0.3922 -3.2539
O -3.1913 -1.1932 -1.7447
Se -1.2796 4.9329 -1.6425
C -1.1356 3.3014 -1.1185
N -1.0006 2.2077 -0.7136

Force components x, y, z for each atom (eV/Å):
1.3745 0.0861 1.9960
-2.4091 0.9146 0.0019
-0.2192 0.0514 0.6349
-0.1714 0.1296 -0.0700
0.0111 -0.0959 0.1303
0.1221 -0.1118 -0.0096
-0.0880 0.0522 -0.2009
0.5771 -0.0269 -0.2386
-0.3237 0.6548 -2.6696
0.2077 0.0439 -0.1095
0.1181 -0.0231 0.0108
0.0198 0.0350 0.0731
-0.0761 0.0378 0.1759
-0.7311 0.3607 0.0647
-0.9615 -0.6653 -1.0353
0.1902 -0.5282 -0.5339
1.6380 1.3842 0.3977
0.6958 -0.5287 1.7885
-0.1446 1.4601 -0.4286
0.3243 -1.5483 0.5925
-0.1538 -1.6822 -0.5702

Its spin multiplicity is 1. For the lowest unoccupied orbital energy, the calculation gives 1.1 eV. The calculation puts the HOMO-LUMO gap at 6.148 eV. The calculation puts the HOMO energy at -5.0 eV. The max |F| comes out at 2.8 eV Å⁻¹. Its net charge is -1.

Löwdin population analysis, charges in e, atoms 1 to 8: Ir 0.82; S 0.61; C -0.71; C -0.15; C -0.11; C -0.11; C -0.14; C -0.71